Model i:
Entry from OMol25: the molecule C8H12N2O (ωB97M-V/def2-TZVPD).

Positions of all 23 atoms, in Å:
C  -1.2384  1.9389  2.6634
C  -1.1384  1.1036  1.6148
C  0.5307  0.0061  -0.1810
C  0.8922  0.1023  1.2664
C  -0.9476  -0.1222  -0.4333
C  1.8098  1.3294  1.6442
C  -1.2096  0.4429  -1.7877
C  -1.4719  -1.5767  -0.2669
N  -1.2049  2.7053  3.5358
N  -1.7481  0.6887  0.5953
O  -2.9031  0.9579  0.2230
H  0.9351  0.9255  -0.7114
H  0.8537  -0.8673  -0.7146
H  1.0210  -0.8152  1.9477
H  1.4600  2.3549  1.2123
H  2.8873  1.0412  1.2840
H  1.9588  1.4666  2.7264
H  -0.4663  0.3071  -2.6031
H  -1.1793  1.5139  -1.5896
H  -2.2440  0.2082  -2.2172
H  -1.0441  -2.1812  -1.0458
H  -2.6245  -1.4729  -0.4857
H  -1.2385  -1.9532  0.7848

Multiplicity = 3
<S²> = 2.049
Orbital gap (alpha / beta) = 6.92 / 6.68 eV

Atomic partial charges in e from the Mulliken method, atoms 1 to 2:
1. C 0.239
2. C 0.276

Model ii:
Entry from OMol25: the molecule C8H12N2O (ωB97M-V/def2-TZVPD).

Positions of all 23 atoms, in Å:
C  2.2142  -0.0223  -0.0103
C  0.0959  -2.7386  0.9236
C  -2.3806  0.4810  -0.9605
C  -0.6090  -1.7122  0.4208
C  -1.1213  -0.0349  -1.2241
C  0.1508  0.7115  0.7612
C  -0.0412  -0.4158  -0.2003
C  0.0560  2.1322  0.1633
N  1.5730  0.4942  1.1642
N  1.2214  -0.6971  -0.7768
O  3.3840  -0.0429  -0.1682
H  -0.2448  -3.7019  1.0881
H  1.1512  -2.6114  0.8566
H  -2.9090  0.7243  -1.8674
H  -2.8473  0.7766  -0.0555
H  -1.6914  -1.9084  0.3981
H  -0.8839  -0.3319  -2.1689
H  -0.6215  0.6279  1.5698
H  0.5711  2.1532  -0.7817
H  0.6838  2.8926  0.8116
H  -1.0137  2.4819  0.1345
H  1.8974  1.2620  1.6909
H  1.3646  -0.5200  -1.7691

Multiplicity = 3
<S²> = 2.006
Orbital gap (alpha / beta) = 7.01 / 7.27 eV

Atomic partial charges in e from the Mulliken method, atoms 1 to 2:
1. C 0.229
2. C -0.865

Model iii:
Entry from OMol25: the molecule C8H12N2O (ωB97M-V/def2-TZVPD).

Positions of all 23 atoms, in Å:
C  -1.0314  0.0556  -0.3058
C  -3.3123  -1.1462  -0.1688
C  -2.7476  0.0017  -0.0832
C  1.3248  -0.5768  0.2526
C  -0.8266  0.8748  -1.4620
C  -2.8812  1.1812  0.7651
C  1.8821  -1.0332  1.5885
C  3.3923  -0.2911  -0.8368
N  -0.1917  -0.5678  0.3732
N  1.9094  -0.2005  -0.7773
O  -3.8651  -2.0634  -0.6360
H  -1.1676  0.2705  -2.3016
H  0.2447  1.0663  -1.4556
H  -1.2586  1.8994  -1.2776
H  -2.2314  1.1289  1.6578
H  -3.9463  1.3957  1.0728
H  -2.5858  2.1266  0.2229
H  2.9758  -1.0195  1.5151
H  1.4317  -1.9117  1.9382
H  1.5274  -0.2916  2.2851
H  3.7446  -1.3310  -0.6609
H  3.7682  0.1627  -1.7081
H  3.8442  0.2695  0.0027

Multiplicity = 3
<S²> = 2.013
Orbital gap (alpha / beta) = 6.15 / 7.00 eV

Atomic partial charges in e from the Mulliken method, atoms 1 to 2:
1. C 0.755
2. C 0.326

model ii comes first in stability; the runner-up is 1.221 eV higher.

Model i:
Entry from OMol25: C4H9Cl as an isolated structure (ωB97M-V/def2-TZVPD).

Positions of all 14 atoms, in Å:
C  1.0106  -0.7894  -0.5135
C  -0.2884  -0.1546  0.1196
C  -1.1517  0.2082  -1.0918
C  -0.1337  0.6121  1.5066
H  1.4757  -0.1065  -1.6437
H  2.0139  -0.7785  0.2878
H  0.7233  -2.1253  -0.7181
H  -0.8462  -1.0228  0.7187
H  -1.1340  -0.7058  -1.7499
H  -2.0522  0.6811  -0.9413
H  -0.5421  1.0126  -1.2950
H  -0.8671  1.1581  2.1738
H  0.6181  0.0771  1.9460
Cl  1.1740  1.9338  1.2010

Multiplicity = 1
Orbital gap = 11.04 eV

Atomic partial charges in e from the Mulliken method, atoms 1 to 2:
1. C -0.871
2. C 0.502

Model ii:
Entry from OMol25: the molecule C4H9Cl (ωB97M-V/def2-TZVPD).

Positions of all 14 atoms, in Å:
C  1.7263  -0.7613  0.1490
C  0.6882  0.1474  -0.3996
C  -0.6391  -0.0168  0.3720
C  -1.6715  0.9934  -0.0509
Cl  -1.1944  -1.8861  -0.0921
H  2.8152  -0.4700  -0.1666
H  1.6450  -0.9604  1.2232
H  1.5887  -1.7193  -0.3859
H  0.5740  -0.0925  -1.4957
H  1.0127  1.3165  -0.2998
H  -0.5912  -0.1525  1.4383
H  -2.2665  0.7477  -1.0470
H  -1.2749  1.9936  0.0880
H  -2.4124  0.8601  0.6672

Multiplicity = 1
SMILES string = CC[C@@H](C)Cl
Orbital gap = 11.54 eV

Atomic partial charges in e from the Mulliken method, atoms 1 to 2:
1. C -1.086
2. C -0.229

Model iii:
Entry from OMol25: a 3-piece molecular cluster, C4H9Cl overall (ωB97M-V/def2-TZVPD).

Positions of all 14 atoms, in Å:
C  1.8041  -0.6688  -0.1976
C  0.5769  -0.2108  0.6930
C  -0.5377  0.2945  -0.4644
C  -1.8362  0.8870  0.1993
H  2.2863  0.1846  -0.7039
H  1.7140  -1.1844  -1.0149
H  2.7893  -0.8662  0.5120
H  0.9537  0.5455  1.5119
H  0.4883  -1.0531  1.4627
H  -1.2843  -0.8480  -1.1893
H  0.0665  1.0967  -1.5828
H  -2.2422  1.4357  -0.5612
H  -1.9399  1.1468  1.3059
Cl  -2.8387  -0.7595  0.0294

Multiplicity = 1
Orbital gap = 10.00 eV

Atomic partial charges in e from the Mulliken method, atoms 1 to 2:
1. C -1.332
2. C -0.288

Model iv:
Entry from OMol25: the molecule C4H9Cl (ωB97M-V/def2-TZVPD).

Positions of all 14 atoms, in Å:
C  -0.4969  -1.1532  -0.2189
C  -0.2108  0.2767  0.3318
C  -0.4022  1.0068  -0.9484
C  0.9788  0.1323  1.1154
Cl  2.1129  -0.7063  0.0934
H  0.2532  -1.3304  -1.0146
H  -0.2755  -2.0502  0.5554
H  -1.7085  -0.8767  -0.4754
H  -1.0629  0.7562  0.7128
H  -1.3872  0.5326  -1.3864
H  -0.6252  2.2968  -0.7851
H  0.6263  0.8434  -1.5037
H  1.4706  0.9383  1.4801
H  0.7274  -0.6662  2.0437

Multiplicity = 1
SMILES string = CC(C)CCl
Orbital gap = 11.28 eV

Atomic partial charges in e from the Mulliken method, atoms 1 to 2:
1. C -1.027
2. C -0.032

model ii comes first in stability; the runner-up is 2.835 eV higher.